(1)
Formula: C31H22N3O7P2S2Sn
Source: the Open Molecules 2025 dataset
Level of theory: ωB97M-V/def2-TZVPD

Geometry as XYZ:
```
68
Properties=species:S:1:pos:R:3:lowdin_charge:R:1
Sn 0.573 0.131 -0.135 0.78
S 1.407 1.918 1.265 0.43
P -0.299 2.807 0.384 0.57
C -0.903 1.581 -0.667 -0.65
P -0.683 1.385 -2.370 0.57
S 0.954 0.037 -2.504 0.43
C -0.325 2.818 -3.385 -0.35
C -1.361 3.409 -4.108 -0.07
C -1.112 4.547 -4.858 -0.06
C 0.164 5.092 -4.886 -0.06
C 1.196 4.505 -4.165 -0.06
C 0.956 3.367 -3.414 -0.09
C -2.085 0.558 -3.116 -0.38
C -3.250 0.363 -2.384 -0.07
C -4.334 -0.271 -2.978 -0.06
C -4.247 -0.708 -4.290 -0.06
C -3.079 -0.516 -5.021 -0.06
C -1.997 0.116 -4.438 -0.09
C 0.185 4.388 -0.316 -0.36
C 1.500 4.842 -0.287 -0.10
C 1.805 6.097 -0.795 -0.06
C 0.805 6.885 -1.344 -0.06
C -0.508 6.428 -1.382 -0.06
C -0.824 5.187 -0.859 -0.08
C -1.442 3.181 1.710 -0.36
C -1.096 4.150 2.654 -0.08
C -1.969 4.441 3.685 -0.06
C -3.186 3.770 3.773 -0.06
C -3.528 2.809 2.835 -0.06
C -2.654 2.509 1.798 -0.09
H -2.354 2.977 -4.094 0.11
H -1.911 5.003 -5.427 0.11
H 0.358 5.976 -5.480 0.11
H 2.190 4.930 -4.195 0.12
H 1.761 2.899 -2.862 0.10
H -3.298 0.702 -1.357 0.09
H -5.243 -0.426 -2.412 0.11
H -5.091 -1.206 -4.748 0.11
H -3.014 -0.863 -6.044 0.11
H -1.086 0.265 -5.008 0.11
H 2.283 4.224 0.131 0.07
H 2.824 6.458 -0.761 0.11
H 1.045 7.863 -1.739 0.11
H -1.286 7.046 -1.809 0.12
H -1.852 4.842 -0.866 0.12
H -0.151 4.678 2.581 0.11
H -1.708 5.191 4.419 0.11
H -3.868 4.001 4.580 0.11
H -4.471 2.286 2.910 0.11
H -2.899 1.749 1.068 0.09
O 3.522 -2.827 5.922 0.11
N 2.338 -2.582 5.858 -0.35
O 1.554 -2.601 6.780 0.11
C 1.789 -2.279 4.521 -0.10
C 2.645 -2.254 3.442 0.11
C 2.109 -1.957 2.204 -0.05
C 0.744 -1.725 1.999 -0.27
O 0.224 -1.592 0.786 -0.18
C -0.052 -1.705 3.148 -0.04
C 0.439 -2.001 4.400 0.12
N -1.459 -1.293 3.028 -0.32
O -2.272 -1.877 3.702 0.14
O -1.708 -0.453 2.181 0.07
N 3.027 -1.846 1.069 -0.28
O 4.022 -2.509 1.069 0.18
O 2.765 -1.014 0.186 -0.05
H 3.701 -2.453 3.565 0.15
H -0.207 -2.006 5.266 0.15
```

Energy above the lowest of the compared OMol25 structures with the same formula, charge and spin in kcal/mol: 0.0
DFT total energy in eV: -97373.709
Strongest force on any atom in eV/Å: 1.05
Orbital gap in eV: 7.550
Spin multiplicity: 1
Charge: +1
Lowest unoccupied orbital energy in eV: -4.056

***

(2)
Formula: C31H22N8O8RuS3
Source: the Open Molecules 2025 dataset
Level of theory: ωB97M-V/def2-TZVPD

Geometry as XYZ:
```
73
Properties=species:S:1:pos:R:3:lowdin_spin:R:1
Ru -1.111 -1.036 -0.040 0.85
C -1.092 2.831 -0.857 0.00
C -1.638 1.799 -1.775 0.00
N -1.566 0.491 -1.622 0.00
C -2.287 -0.075 -2.646 0.00
C -2.771 0.909 -3.452 0.00
N -2.345 2.080 -2.883 0.00
C -3.599 0.974 -4.687 0.00
O -4.040 -0.156 -5.168 0.00
O -3.829 2.061 -5.172 0.00
C -2.429 -1.539 -2.715 0.00
O -3.099 -2.042 -3.628 0.00
O -1.808 -2.179 -1.812 -0.01
H -0.428 2.365 -0.139 0.00
H -1.905 3.311 -0.307 0.00
H -0.554 3.602 -1.410 0.00
H -2.542 2.981 -3.291 0.00
H -3.712 -0.952 -4.615 0.00
O -4.108 4.099 4.328 0.00
C -3.049 3.493 4.581 0.00
O -2.251 3.514 5.546 0.00
C -2.594 2.501 3.475 0.00
C -1.266 2.517 3.047 0.00
C -0.847 1.585 2.125 0.01
N -1.664 0.639 1.629 0.09
C -2.933 0.624 2.037 0.00
C -3.441 1.537 2.944 0.00
C -3.789 -0.467 1.450 0.00
O -4.842 -0.751 2.000 0.01
O -3.291 -1.005 0.388 0.02
H -0.574 3.252 3.436 0.00
H 0.178 1.584 1.783 0.00
H -4.484 1.476 3.220 0.00
N -0.234 -1.836 3.177 0.00
C 0.795 -1.135 2.593 0.01
C 1.908 -0.831 3.387 0.00
C 2.908 -0.046 2.872 0.00
C 2.781 0.448 1.578 0.00
C 1.688 0.060 0.848 0.00
N 0.715 -0.731 1.335 0.06
C -1.338 -2.438 2.603 0.00
C -2.421 -2.749 3.413 0.00
C -3.482 -3.439 2.862 0.00
C -3.426 -3.828 1.534 0.00
C -2.327 -3.472 0.796 0.00
N -1.293 -2.765 1.308 -0.01
H -0.198 -1.894 4.178 0.00
H 1.966 -1.220 4.396 0.00
H 3.779 0.188 3.471 0.00
H 3.521 1.112 1.154 0.00
H 1.548 0.395 -0.170 0.00
H -2.433 -2.430 4.448 0.00
H -4.345 -3.665 3.473 0.00
H -4.243 -4.361 1.071 0.00
H -2.227 -3.737 -0.246 0.00
S 2.876 0.816 -5.027 0.00
C 2.633 -0.176 -3.722 0.00
S 1.120 -0.935 -3.352 0.00
C 1.798 -1.618 -1.864 0.00
N 3.031 -1.285 -1.691 0.00
N 3.512 -0.511 -2.730 0.00
C 4.868 -0.071 -2.611 0.00
C 5.718 -0.021 -3.705 0.00
C 7.024 0.418 -3.532 0.00
C 7.481 0.808 -2.281 0.00
C 6.627 0.741 -1.188 0.00
C 5.326 0.292 -1.350 0.00
S 0.888 -2.671 -0.856 -0.02
H 5.366 -0.314 -4.681 0.00
H 7.686 0.460 -4.387 0.00
H 8.498 1.160 -2.158 0.00
H 6.971 1.051 -0.209 0.00
H 4.650 0.213 -0.511 0.00
```

Energy above the lowest of the compared OMol25 structures with the same formula, charge and spin in kcal/mol: 53.7
DFT total energy in eV: -95897.601
Strongest force on any atom in eV/Å: 2.92
Orbital gap (alpha / beta) in eV: 6.305 / 6.714
Spin multiplicity: 2
Charge: -1
Lowest unoccupied orbital energy (alpha / beta) in eV: 0.642 / 1.044

***

(3)
Formula: C31H23Cl4NO2P2W
Source: the Open Molecules 2025 dataset
Level of theory: ωB97M-V/def2-TZVPD

Geometry as XYZ:
```
64
Properties=species:S:1:pos:R:3:lowdin_charge:R:1
W -0.220 0.836 0.451 1.63
C -0.346 0.519 -2.682 -0.08
N -0.478 0.208 -1.261 -0.44
P -2.097 -0.600 -0.772 1.14
C -2.020 -2.111 -1.715 -0.41
C -3.303 -2.542 -2.072 -0.08
C -3.440 -3.719 -2.797 -0.02
C -2.313 -4.436 -3.166 0.01
C -1.033 -3.987 -2.824 -0.02
C -0.878 -2.827 -2.096 -0.09
C -1.325 -1.047 0.947 -0.52
C -2.263 -1.058 2.009 -0.07
C -2.018 -1.798 3.142 0.01
C -0.821 -2.508 3.261 0.04
C 0.133 -2.487 2.244 -0.01
C -0.117 -1.786 1.077 -0.12
P 2.105 1.558 -0.503 1.18
C 2.943 0.636 -1.728 -0.46
C 3.333 1.490 -2.798 -0.10
C 4.142 1.020 -3.810 -0.01
C 4.545 -0.312 -3.794 0.03
C 4.125 -1.185 -2.772 -0.02
C 3.345 -0.723 -1.744 -0.08
C 2.190 0.853 1.154 -0.50
C 1.487 1.684 2.084 -0.22
C 1.436 1.350 3.448 -0.03
C 2.137 0.255 3.900 0.01
C 2.884 -0.534 3.005 0.00
C 2.884 -0.274 1.657 -0.05
H -0.884 -0.208 -3.288 0.10
H 0.710 0.507 -2.949 0.08
H -0.757 1.519 -2.850 0.11
H -4.184 -1.972 -1.799 0.11
H -4.426 -4.063 -3.077 0.13
H -2.422 -5.349 -3.737 0.14
H -0.165 -4.551 -3.137 0.13
H 0.118 -2.472 -1.855 0.09
H -3.188 -0.502 1.911 0.13
H -2.752 -1.836 3.937 0.14
H -0.638 -3.100 4.150 0.15
H 1.037 -3.075 2.341 0.14
H 0.562 -1.891 0.236 0.10
H 3.021 2.530 -2.802 0.11
H 4.462 1.680 -4.604 0.14
H 5.182 -0.691 -4.583 0.14
H 4.427 -2.223 -2.803 0.13
H 3.018 -1.414 -0.981 0.09
H 1.195 2.690 1.786 0.11
H 0.918 1.997 4.143 0.14
H 2.162 0.031 4.960 0.14
H 3.483 -1.350 3.391 0.14
H 3.483 -0.883 0.999 0.11
Cl -3.607 6.680 0.836 1.03
C -2.965 5.219 1.211 -0.58
C -3.233 4.637 2.530 -0.66
Cl -4.188 5.476 3.613 0.93
C -2.700 3.413 2.866 -0.60
Cl -2.958 2.672 4.358 0.90
C -1.885 2.759 1.896 -0.27
O -1.292 1.653 2.064 -0.09
C -1.650 3.331 0.598 -0.28
O -0.900 2.557 -0.164 -0.19
C -2.156 4.547 0.236 -0.61
Cl -1.844 5.205 -1.280 0.89
```

DFT total energy in eV: -108553.067
Strongest force on any atom in eV/Å: 1.32
Orbital gap (alpha / beta) in eV: 3.832 / 4.009
Spin multiplicity: 1
Charge: +4
Lowest unoccupied orbital energy (alpha / beta) in eV: -15.382 / -15.312

***

(4)
Formula: C31H24CdF5I2N6O2S
Source: the Open Molecules 2025 dataset
Level of theory: ωB97M-V/def2-TZVPD

Geometry as XYZ:
```
72
Properties=species:S:1:pos:R:3:lowdin_charge:R:1
Cd -0.496 0.687 0.025 1.34
I 4.547 -0.266 6.202 0.73
C 3.499 -0.096 4.355 -0.73
C 4.191 0.165 3.186 -0.25
C 3.466 0.239 2.026 -0.61
I 4.390 0.618 0.162 0.83
C 2.063 0.061 1.929 -0.50
O 1.508 0.076 0.794 -0.28
C 1.403 -0.162 3.178 -0.17
C -0.091 -0.319 3.183 -0.16
N -0.736 0.818 2.537 -0.13
C -0.456 2.102 3.151 -0.16
C -0.213 3.201 2.140 -0.31
C -0.505 4.523 2.468 -0.04
C -0.239 5.519 1.544 -0.07
C 0.315 5.166 0.323 -0.06
C 0.568 3.823 0.082 -0.14
N 0.310 2.872 0.967 0.04
C 2.123 -0.245 4.351 -0.15
H 5.261 0.298 3.187 0.08
H -0.362 -1.204 2.601 0.11
H -0.439 -0.458 4.223 0.12
H -1.741 0.665 2.485 0.06
H -1.260 2.431 3.826 0.12
H 0.465 2.012 3.746 0.13
H -0.949 4.757 3.425 0.11
H -0.469 6.552 1.770 0.10
H 0.535 5.911 -0.428 0.10
H 0.971 3.482 -0.863 0.10
H 1.596 -0.432 5.278 0.09
O -1.088 2.239 -1.887 -0.25
N -2.330 2.533 -2.108 -0.24
C -2.692 2.918 -3.343 -0.05
C -3.992 3.202 -3.681 -0.09
C -4.980 3.094 -2.703 -0.10
C -4.602 2.756 -1.430 -0.12
C -3.266 2.481 -1.105 -0.71
S -2.813 2.123 0.479 0.64
H -1.883 2.990 -4.055 0.13
H -4.221 3.504 -4.690 0.09
H -6.016 3.282 -2.941 0.10
H -5.313 2.681 -0.623 0.09
F -2.648 -1.164 1.047 -0.05
C -1.640 -1.220 0.072 -0.41
F -0.916 -2.353 0.450 -0.03
C -2.339 -1.575 -1.225 -0.61
F -1.519 -2.153 -2.118 0.12
F -3.412 -2.391 -1.121 0.12
F -2.799 -0.455 -1.835 0.10
C 0.854 -0.832 -4.212 -0.05
C 0.443 -0.117 -3.098 -0.14
N 0.730 -0.489 -1.860 0.03
C 1.457 -1.575 -1.678 -0.10
C 1.955 -2.351 -2.728 -0.21
C 1.628 -1.961 -4.023 -0.02
C 2.902 -3.432 -2.492 -0.04
C 2.804 -4.395 -1.574 -0.04
C 1.622 -4.731 -0.791 -0.28
C 1.746 -5.335 0.465 -0.01
C 0.582 -5.772 1.068 -0.14
N -0.605 -5.630 0.495 0.08
C -0.618 -5.004 -0.670 -0.22
N 0.421 -4.561 -1.345 0.16
H 0.579 -0.503 -5.204 0.10
H -0.135 0.793 -3.185 0.08
H 1.700 -1.817 -0.655 0.11
H 1.979 -2.539 -4.867 0.11
H 3.797 -3.378 -3.103 0.11
H 3.657 -5.040 -1.409 0.11
H 2.709 -5.472 0.927 0.11
H 0.594 -6.276 2.028 0.10
H -1.590 -4.873 -1.126 0.11
```

Energy above the lowest of the compared OMol25 structures with the same formula, charge and spin in kcal/mol: 3.3
DFT total energy in eV: -90762.080
Strongest force on any atom in eV/Å: 0.94
Orbital gap in eV: 6.938
Spin multiplicity: 1
Charge: -1
Lowest unoccupied orbital energy in eV: 2.256